{"formula": "C4H7NO2", "method": "the ωB97M-V functional and the def2-TZVPD basis", "elements": ["C", "C", "C", "O", "C", "O", "N", "H", "H", "H", "H", "H", "H", "H"], "xyz": [[1.3510, -1.1078, 0.3722], [0.3138, -0.1357, 0.0210], [0.5057, 0.8882, -1.0119], [-0.5260, 0.9644, -1.8392], [-0.9832, -0.1832, 0.8082], [-0.9521, -0.6950, 1.9223], [-2.0239, 0.4279, 0.2296], [2.3437, -0.6381, 0.3398], [1.1498, -1.5978, 1.3257], [1.3568, -1.8635, -0.4300], [0.6844, 1.7794, -0.3134], [1.5078, 0.7814, -1.4861], [-2.8614, 0.5658, 0.7756], [-1.8664, 0.8141, -0.7137]], "total_charge": 0, "homo_lumo_gap_ev": [7.39, 6.62]}

{"formula": "C36H41IN2OPtSSi", "method": "the ωB97M-V functional and the def2-TZVPD basis", "elements": ["Pt", "I", "C", "C", "C", "C", "C", "C", "C", "C", "C", "C", "H", "H", "H", "H", "H", "H", "C", "C", "C", "C", "C", "C", "N", "N", "Si", "C", "C", "C", "H", "H", "H", "H", "H", "H", "H", "H", "H", "H", "H", "H", "H", "H", "H", "C", "S", "O", "C", "C", "C", "C", "C", "C", "H", "H", "H", "H", "H", "H", "H", "H", "C", "C", "C", "C", "C", "C", "C", "C", "C", "C", "H", "H", "H", "H", "H", "H", "H", "H", "H", "H", "H", "H"], "xyz": [[-0.5192, 0.4030, 0.6309], [-2.6877, 1.3152, 2.7790], [-2.7648, 2.9851, 1.5112], [-3.6680, 3.9248, 1.9374], [-3.8608, 5.1268, 1.2414], [-3.1223, 5.3555, 0.1213], [-2.1766, 4.4112, -0.3324], [-1.4172, 4.7361, -1.4819], [-0.4423, 3.9039, -1.9192], [-0.2173, 2.6911, -1.2368], [-0.9691, 2.2587, -0.1671], [-1.9582, 3.1679, 0.3443], [-4.2468, 3.7376, 2.8314], [-4.5803, 5.8484, 1.6040], [-3.2325, 6.2746, -0.4420], [-1.6122, 5.6776, -1.9807], [0.1836, 4.1415, -2.7696], [1.0904, 1.3029, -1.0796], [1.5345, 3.3592, 1.9163], [1.4796, 2.0931, 2.7106], [2.0253, 1.9797, 3.9757], [1.9538, 0.7520, 4.6327], [1.3680, -0.3425, 4.0406], [0.8545, -0.1845, 2.7425], [0.9274, 1.0263, 2.1207], [0.2089, -1.0695, 1.9457], [-0.3750, -2.6305, 2.4437], [-1.0244, -3.4840, 0.9143], [-1.7524, -2.5252, 3.7124], [1.0441, -3.6447, 3.1556], [2.2651, 3.2487, 1.1109], [1.8317, 4.1984, 2.5431], [0.5709, 3.5725, 1.4562], [2.4880, 2.8371, 4.4428], [2.3611, 0.6602, 5.6327], [1.2976, -1.2891, 4.5548], [-2.0293, -3.1535, 0.6372], [-1.0791, -4.5632, 1.0814], [-0.3665, -3.3184, 0.0578], [-2.4777, -1.7515, 3.4454], [-1.3786, -2.3072, 4.7152], [-2.2928, -3.4751, 3.7575], [1.9901, -3.4090, 2.6622], [0.8460, -4.7092, 3.0017], [1.1790, -3.4970, 4.2283], [3.0498, -1.5990, -0.1128], [3.1261, 0.1935, -0.3150], [0.8305, 1.9751, -1.7360], [4.3819, 0.3514, -1.5623], [4.0273, 0.8057, -2.8286], [4.9989, 0.9628, -3.8078], [6.3229, 0.6558, -3.5310], [6.6783, 0.2030, -2.2669], [5.7135, 0.0604, -1.2822], [2.8472, -2.0839, -1.0673], [2.2194, -1.7824, 0.5710], [3.9709, -1.9901, 0.3153], [2.9920, 1.0477, -3.0351], [4.7167, 1.3215, -4.7896], [7.0791, 0.7724, -4.2968], [7.7120, -0.0289, -2.0440], [5.9893, -0.2701, -0.2881], [-0.1685, -1.4304, -2.2696], [-1.6004, -1.1077, -1.8506], [-2.1200, 0.0855, -2.7106], [-1.6907, -0.5528, -0.4604], [-2.5509, -2.2910, -2.0198], [-3.9136, -2.1329, -1.7618], [-4.7959, -3.1933, -1.8887], [-4.3344, -4.4412, -2.2846], [-2.9861, -4.6104, -2.5510], [-2.1040, -3.5453, -2.4190], [0.4483, -0.5400, -2.2106], [-0.1467, -1.7879, -3.3012], [0.2768, -2.1914, -1.6266], [-1.3734, 0.8730, -2.7462], [-3.0510, 0.5076, -2.3294], [-2.3062, -0.2895, -3.7184], [-2.6537, -0.8132, -0.0015], [-4.2998, -1.1681, -1.4531], [-5.8475, -3.0423, -1.6804], [-5.0216, -5.2714, -2.3849], [-2.6105, -5.5775, -2.8603], [-1.0548, -3.7094, -2.6236]], "total_charge": 0, "homo_lumo_gap_ev": 7.18}

{"formula": "C36H25IInN8O4S2", "method": "the ωB97M-V functional and the def2-TZVPD basis", "elements": ["In", "C", "C", "N", "C", "C", "C", "C", "C", "C", "C", "N", "C", "C", "C", "C", "C", "C", "C", "C", "N", "C", "H", "H", "H", "H", "H", "H", "H", "H", "H", "H", "H", "H", "N", "C", "C", "C", "C", "C", "C", "S", "O", "O", "N", "C", "N", "C", "C", "C", "N", "H", "H", "H", "H", "H", "H", "H", "H", "H", "S", "C", "N", "I", "C", "C", "C", "C", "C", "C", "C", "O", "O", "H", "H", "H", "H"], "xyz": [[-0.9075, -0.4228, 0.6600], [-1.2520, -0.3086, 5.2134], [-1.5451, -0.5158, 3.8550], [-0.6021, -0.6113, 2.9516], [0.7081, -0.5322, 3.2953], [1.0876, -0.2777, 4.6232], [0.0551, -0.1732, 5.5816], [2.4602, -0.1222, 4.9441], [3.3731, -0.1992, 3.9384], [3.0045, -0.4864, 2.6032], [1.6905, -0.7190, 2.2412], [1.1859, -1.0908, 1.0212], [1.8333, -1.7936, 0.0461], [3.1729, -2.1416, -0.0489], [3.6684, -2.9305, -1.1125], [2.8715, -3.4036, -2.1087], [1.4851, -3.1064, -2.0565], [0.5568, -3.5901, -3.0038], [-0.7753, -3.3161, -2.8767], [-1.1943, -2.5221, -1.7977], [-0.3421, -2.0404, -0.9268], [0.9793, -2.3151, -1.0111], [-2.0563, -0.2340, 5.9322], [-2.5656, -0.5923, 3.4953], [0.3215, 0.0195, 6.6150], [2.7547, 0.0748, 5.9673], [4.4225, -0.0398, 4.1569], [3.7752, -0.4649, 1.8544], [3.8747, -1.8319, 0.7011], [4.7282, -3.1580, -1.1249], [3.2642, -4.0082, -2.9165], [0.9210, -4.1952, -3.8270], [-1.5028, -3.6868, -3.5855], [-2.2375, -2.2539, -1.6553], [-5.4747, 5.7644, -3.1116], [-4.9600, 4.5887, -2.5599], [-5.6918, 3.4024, -2.6209], [-5.1967, 2.2448, -2.0485], [-3.9754, 2.2761, -1.3922], [-3.2314, 3.4468, -1.3231], [-3.7273, 4.5972, -1.9075], [-3.3723, 0.8040, -0.6541], [-3.2233, 1.0302, 0.7777], [-4.2242, -0.2745, -1.0846], [-1.8280, 0.5996, -1.0924], [-1.4146, 0.5530, -2.3998], [-2.2911, 0.7340, -3.3920], [-1.8008, 0.6866, -4.6230], [-0.4664, 0.4485, -4.8978], [0.3493, 0.2691, -3.7890], [-0.1001, 0.3237, -2.5494], [-6.1409, 5.6329, -3.8551], [-4.7877, 6.4678, -3.3300], [-6.6504, 3.3903, -3.1277], [-5.7405, 1.3124, -2.1078], [-2.2588, 3.4537, -0.8411], [-3.1505, 5.5143, -1.8615], [-2.5178, 0.8395, -5.4242], [-0.0838, 0.4059, -5.9069], [1.4126, 0.0755, -3.9006], [-4.6486, -3.5007, 1.7201], [-3.3777, -2.5490, 1.3658], [-2.4452, -1.8872, 1.1230], [-2.7965, 6.7558, 5.1867], [-2.0163, 5.4226, 3.7731], [-2.1754, 4.0583, 3.9660], [-1.6418, 3.1832, 3.0299], [-0.9741, 3.6601, 1.9101], [-0.8417, 5.0296, 1.7301], [-1.3537, 5.9227, 2.6623], [-0.4020, 2.7169, 0.8708], [-0.1426, 3.1708, -0.2374], [-0.1718, 1.5255, 1.2928], [-2.7044, 3.6822, 4.8312], [-1.7520, 2.1144, 3.1530], [-0.3337, 5.3860, 0.8432], [-1.2411, 6.9893, 2.5232]], "total_charge": -1, "homo_lumo_gap_ev": 6.90}

{"formula": "C27H30BI2IrN4O4", "method": "the ωB97M-V functional and the def2-TZVPD basis", "elements": ["Ir", "O", "C", "O", "C", "C", "C", "C", "C", "C", "N", "C", "C", "C", "C", "C", "C", "N", "H", "H", "H", "H", "H", "H", "H", "H", "H", "H", "I", "C", "I", "H", "H", "N", "C", "N", "C", "C", "C", "C", "C", "C", "H", "H", "H", "H", "H", "H", "C", "C", "C", "O", "B", "O", "C", "C", "C", "H", "H", "H", "H", "H", "H", "H", "H", "H", "H", "H", "H"], "xyz": [[1.1343, 0.4626, -0.4339], [-4.4447, 0.8205, 5.0236], [-3.1892, 0.6398, 5.3845], [-2.8578, 0.3753, 6.5047], [-2.0836, 0.6619, 4.3584], [-0.7654, 0.8783, 4.8500], [0.3034, 0.8085, 4.0143], [0.1252, 0.4831, 2.6359], [-1.2116, 0.3168, 2.1447], [-2.2774, 0.3583, 2.9928], [1.1656, 0.2992, 1.7583], [2.4073, 0.2191, 2.1984], [3.5373, 0.3150, 1.3523], [4.8250, 0.3803, 1.8947], [5.9059, 0.5679, 1.0469], [5.6676, 0.6612, -0.3104], [4.3432, 0.5745, -0.7781], [3.3166, 0.4030, 0.0247], [-4.6004, 1.0851, 4.1078], [-0.6358, 1.1074, 5.8999], [1.2885, 1.0027, 4.4137], [-1.3577, 0.1288, 1.0872], [-3.2690, 0.1551, 2.6077], [2.5927, 0.0634, 3.2569], [4.9529, 0.3158, 2.9683], [6.9109, 0.6559, 1.4375], [6.4763, 0.8033, -1.0147], [4.1353, 0.6583, -1.8370], [1.3874, 1.2757, -3.3701], [1.2101, 3.2512, -2.5985], [1.2883, 3.1969, -0.4754], [0.2483, 3.6537, -2.8947], [2.0383, 3.8489, -2.9617], [0.5886, -3.6548, -0.0950], [0.2939, -2.3679, 0.0958], [1.0470, -1.5765, -0.6468], [1.8885, -2.4125, -1.3907], [2.8547, -2.1455, -2.3586], [3.5461, -3.2158, -2.8863], [3.2711, -4.5360, -2.4960], [2.2936, -4.8177, -1.5674], [1.6092, -3.7322, -1.0324], [0.1329, -4.4379, 0.3490], [-0.4775, -2.0291, 0.7652], [3.0344, -1.1433, -2.7232], [4.3119, -3.0382, -3.6293], [3.8261, -5.3504, -2.9403], [2.0729, -5.8325, -1.2646], [-3.5013, -0.4687, -2.8656], [-3.0935, 0.1190, -1.5282], [-4.0340, -0.3740, -0.4422], [-1.7663, -0.4334, -1.1867], [-0.8861, 0.5879, -1.0929], [-1.4094, 1.8273, -1.3241], [-2.8606, 1.6900, -1.5503], [-3.1664, 2.3600, -2.8780], [-3.5544, 2.4384, -0.4239], [-3.5666, -1.5529, -2.7831], [-2.7850, -0.2285, -3.6495], [-4.4826, -0.0983, -3.1603], [-4.0588, -1.4630, -0.4660], [-5.0482, -0.0127, -0.6086], [-3.7040, -0.0601, 0.5495], [-2.5575, 1.9610, -3.6874], [-2.9829, 3.4311, -2.7963], [-4.2181, 2.2301, -3.1332], [-3.1912, 2.1133, 0.5529], [-4.6326, 2.2903, -0.4728], [-3.3621, 3.5061, -0.5214]], "s_squared": 0.79, "spin_multiplicity": 2, "total_charge": 3, "homo_lumo_gap_ev": [5.79, 3.58]}

Here are the calculated maximum force numbers, same order: 0.5; 0.5; 0.6; 1.8 (eV/Å).
Here are the calculated total energy numbers, same order: -361.7431; -2685.8990; -3410.3391; -2290.5610 (hartree).
Here are the calculated energy above the lowest of the compared OMol25 structures with the same formula, charge and spin numbers, same order: 3.748; 0.000; 0.165; 0.933 (eV).